1.
{
  "formula": "C5H5N",
  "method": "ωB97M-V/def2-TZVPD",
  "lumo_ev": [-1.53, -1.61],
  "total_charge": 0,
  "energy_ha": -248.09643,
  "orbital_gap_ev": [7.4790, 7.1606],
  "homo_ev": [-9.01, -8.77],
  "relative_energy_kcal_mol": 112.1,
  "symbols": ["C", "C", "C", "C", "C", "N", "H", "H", "H", "H", "H"],
  "coordinates": [[1.04104, -0.84065, -1.23086], [0.98932, -0.46968, 0.19930], [-0.22326, 0.19800, 0.66846], [-0.44454, 0.89564, 1.80953], [-1.36801, 0.28734, -0.17582], [-2.20856, 0.38424, -0.95777], [1.05925, -1.94249, -1.26344], [2.02854, -0.54562, -1.61958], [0.26426, -0.49417, -1.91469], [-1.45325, 1.05833, 2.19428], [0.31521, 1.46907, 2.29059]],
  "forces_ev_per_a": [[0.23, -0.10, 0.13], [-0.28, 0.75, 0.09], [0.31, 0.14, 0.07], [-0.03, 0.19, 0.08], [-1.04, -0.95, -1.01], [0.08, 0.05, 0.17], [0.10, 0.14, 0.03], [-0.15, -0.14, 0.14], [-0.17, 0.14, 0.09], [0.15, 0.27, -0.58], [0.83, -0.49, 0.79]]
}

***

2.
{
  "formula": "C5H5N",
  "method": "ωB97M-V/def2-TZVPD",
  "lumo_ev": [-0.51, -0.51],
  "total_charge": 0,
  "energy_ha": -248.11087,
  "orbital_gap_ev": [7.1068, 7.1083],
  "homo_ev": [-7.62, -7.62],
  "relative_energy_kcal_mol": 103.0,
  "symbols": ["C", "C", "C", "N", "C", "C", "H", "H", "H", "H", "H"],
  "coordinates": [[0.74354, -0.54100, 0.48984], [1.03970, 0.08524, -0.79682], [-0.00227, 0.77148, -1.63351], [-1.26570, 0.70611, -1.07704], [-1.49025, 0.15454, 0.09410], [-0.51170, -0.39378, 0.97910], [1.58039, -0.92298, 1.07072], [1.93702, -0.23596, -1.33659], [1.29678, 0.98544, -0.16422], [-2.53899, 0.11366, 0.40205], [-0.78852, -0.72275, 1.97237]],
  "forces_ev_per_a": [[-0.32, -0.34, 0.10], [0.07, 0.19, 0.20], [-0.03, -0.03, 0.50], [0.05, -0.29, -0.10], [0.13, 0.07, 0.06], [0.07, -0.10, -0.02], [-0.28, -0.30, 0.00], [-0.18, 0.18, 0.31], [0.35, 0.61, -0.98], [0.17, 0.02, -0.01], [-0.03, 0.00, -0.06]]
}

***

3.
{
  "formula": "C5H5N2",
  "method": "ωB97M-V/def2-TZVPD",
  "lumo_ev": -6.38,
  "total_charge": 1,
  "energy_ha": -302.59277,
  "orbital_gap_ev": 9.3286,
  "homo_ev": -15.71,
  "relative_energy_kcal_mol": 57.1,
  "symbols": ["C", "C", "C", "C", "C", "N", "N", "H", "H", "H", "H", "H"],
  "coordinates": [[-2.30456, -1.03903, 0.40462], [-3.02541, 0.15517, 0.10934], [-0.82532, 0.89382, -0.48187], [0.02758, -0.08100, -0.20670], [1.28831, -0.59051, -0.07004], [-2.16655, 1.01676, -0.35138], [-1.24421, -1.52018, 0.58976], [-4.16621, 0.19103, 0.14314], [-0.11042, 1.71889, -0.82811], [1.50976, -1.28488, -0.84359], [1.27494, -0.99745, 0.88518], [1.94033, 0.31605, -0.09381]],
  "forces_ev_per_a": [[2.38, -0.69, 0.83], [0.02, 0.07, -1.06], [1.28, -0.45, 0.35], [-4.10, 0.65, 0.02], [1.59, 0.99, -0.87], [-1.83, 0.79, 0.03], [-1.09, 0.81, -0.81], [1.89, 0.64, -0.08], [-1.50, -0.46, 0.17], [0.56, -0.69, -0.56], [0.79, -1.02, 1.93], [0.00, -0.64, 0.04]]
}

***

4.
{
  "formula": "C5H5N2",
  "method": "ωB97M-V/def2-TZVPD",
  "lumo_ev": [-6.83, -6.83],
  "total_charge": 1,
  "energy_ha": -302.51976,
  "orbital_gap_ev": [8.7023, 8.7047],
  "homo_ev": [-15.54, -15.54],
  "relative_energy_kcal_mol": 102.9,
  "symbols": ["H", "N", "N", "C", "C", "C", "C", "C", "H", "H", "H", "H"],
  "coordinates": [[2.57174, -1.61411, 0.05819], [2.63466, -0.55259, -0.10760], [1.44789, -0.12163, 0.02333], [1.03815, 1.13035, -0.02041], [-0.06566, 1.63973, 0.13691], [-1.37099, 1.12373, -0.09902], [-1.03863, -0.36403, 0.11649], [0.23672, -0.88813, 0.11061], [-2.31557, 1.41337, 0.32729], [-1.59282, 1.01662, -1.15256], [-1.93272, -0.92639, 0.15598], [0.38723, -1.85691, 0.45079]],
  "forces_ev_per_a": [[0.28, 1.52, -0.60], [-2.00, -1.03, 1.08], [1.45, -1.85, -0.42], [-0.94, 4.12, 0.17], [2.03, 0.21, -0.85], [-0.16, -1.86, 0.03], [2.25, 0.50, -0.15], [-2.96, 0.41, 0.79], [0.06, 0.50, 0.71], [0.07, 0.74, -0.93], [-0.38, -1.30, 0.25], [0.31, -1.97, -0.09]]
}

***

5.
{
  "formula": "C5H5N2O",
  "method": "ωB97M-V/def2-TZVPD",
  "lumo_ev": [4.24, 4.24],
  "total_charge": -1,
  "energy_ha": -378.14184,
  "orbital_gap_ev": [6.7519, 6.7533],
  "homo_ev": [-2.51, -2.51],
  "relative_energy_kcal_mol": 56.9,
  "symbols": ["C", "C", "C", "C", "C", "N", "N", "O", "H", "H", "H", "H", "H"],
  "coordinates": [[0.33282, -0.46655, -2.31150], [-0.51087, 0.42640, 0.28537], [-0.89741, -0.69456, -0.33181], [0.87029, 0.76180, 0.32133], [0.11179, -1.29812, -1.24210], [0.49610, 0.36022, -3.10927], [1.81292, -0.27753, -0.21324], [2.23108, -1.08096, 0.65590], [-1.14851, 1.14993, 0.78814], [-1.85416, -1.16689, -0.30477], [1.10090, 1.70249, -0.25095], [1.26487, 1.18038, 1.32777], [0.44369, -2.41189, -1.00807]],
  "forces_ev_per_a": [[0.50, -0.38, -0.72], [-2.08, -0.39, 0.64], [1.12, -0.25, -0.58], [3.31, 2.43, 0.82], [0.00, -2.03, 2.37], [0.08, 0.28, -0.59], [0.53, -0.93, 0.30], [-0.45, 1.10, -0.16], [-0.45, -0.34, 0.10], [-0.88, 0.17, 0.39], [-0.30, -0.86, -0.39], [-0.76, -1.37, -0.83], [-0.64, 2.58, -1.35]]
}

***

6.
{
  "formula": "C5H5N3",
  "method": "ωB97M-V/def2-TZVPD",
  "lumo_ev": 0.29,
  "total_charge": 0,
  "energy_ha": -357.63703,
  "orbital_gap_ev": 7.9143,
  "homo_ev": -7.63,
  "relative_energy_kcal_mol": 85.1,
  "symbols": ["C", "C", "C", "C", "C", "N", "N", "N", "H", "H", "H", "H", "H"],
  "coordinates": [[-2.24262, 0.50519, 0.33713], [0.47615, -1.87580, -0.19104], [-1.13469, -0.30952, 0.26533], [0.88204, 0.27488, 0.04301], [1.19770, 1.72480, -0.04327], [-3.15766, 1.17088, 0.18540], [1.36760, -0.87417, -0.05941], [-0.76477, -1.57640, 0.12937], [0.88545, -2.80184, -0.51344], [0.21023, 2.24610, 0.01825], [1.94120, 2.03518, 0.68136], [1.69771, 1.97768, -0.95081], [-1.35832, -2.49697, 0.09811]],
  "forces_ev_per_a": [[0.97, -2.20, -0.35], [2.40, 0.27, 0.93], [5.31, 1.44, -0.03], [-4.41, -0.49, 0.71], [-0.85, -0.39, 0.53], [-1.57, 1.48, 0.17], [0.42, 0.75, -1.23], [-3.18, -2.59, -0.98], [-0.59, -0.91, 0.28], [1.16, -0.09, 0.15], [-0.32, 0.09, 0.75], [-0.01, -0.08, -1.15], [0.67, 2.73, 0.20]]
}

***

7.
{
  "formula": "C5H5N3",
  "method": "ωB97M-V/def2-TZVPD",
  "lumo_ev": -1.93,
  "total_charge": 0,
  "energy_ha": -357.57903,
  "orbital_gap_ev": 7.9268,
  "homo_ev": -9.86,
  "relative_energy_kcal_mol": 121.5,
  "symbols": ["C", "C", "C", "C", "C", "H", "H", "H", "H", "H", "N", "N", "N"],
  "coordinates": [[-2.93804, 0.27445, -0.28914], [-2.01985, -0.76007, 0.18041], [-0.59183, -0.37304, 0.05708], [1.63029, -0.17426, -0.12573], [-0.22960, 1.02357, 0.13107], [-4.14969, 0.21209, -0.14650], [-2.63521, 1.39315, -0.28526], [-2.44657, -1.94629, 0.69344], [3.20325, 0.63553, 0.11833], [-1.08816, 1.79413, 0.95798], [0.59761, -1.13159, -0.12701], [2.92504, -0.32981, 0.03153], [1.05028, 1.17105, -0.05597]],
  "forces_ev_per_a": [[-0.28, -1.49, 3.57], [-3.40, 0.03, -0.42], [3.42, -3.67, -0.59], [0.51, 0.64, 0.28], [0.47, 2.29, 3.21], [3.30, -0.43, -0.64], [-0.15, -2.32, -0.83], [1.61, 4.08, -2.18], [0.79, 0.55, -0.15], [3.12, -1.84, -3.39], [-4.30, 1.52, 0.64], [-3.83, -0.27, -0.44], [-1.26, 0.92, 0.93]]
}

***

8.
{
  "formula": "C5H5N3",
  "method": "ωB97M-V/def2-TZVPD",
  "lumo_ev": -0.89,
  "total_charge": 0,
  "energy_ha": -357.73824,
  "orbital_gap_ev": 8.7767,
  "homo_ev": -9.67,
  "relative_energy_kcal_mol": 21.6,
  "symbols": ["C", "C", "C", "N", "C", "N", "N", "C", "H", "H", "H", "H", "H"],
  "coordinates": [[-1.88530, -0.66466, 1.11915], [-0.76423, -0.37944, 0.44167], [0.59653, -0.76429, 0.86316], [1.68996, -0.40954, 0.31350], [1.59238, 0.50322, -0.81331], [2.68860, 0.93010, -1.27869], [0.28796, 0.96216, -1.30823], [-0.74918, 0.50289, -0.73070], [-2.82059, -0.32956, 0.77433], [-1.97548, -1.29070, 2.02095], [0.66417, -1.42386, 1.77385], [2.40099, 1.65314, -1.99821], [-1.72583, 0.71053, -1.17746]],
  "forces_ev_per_a": [[0.90, -0.80, 0.37], [0.58, 0.32, 0.42], [0.03, -0.89, 1.15], [-0.78, 0.46, -0.80], [-0.57, -0.14, 1.12], [-1.16, 1.19, -1.11], [1.07, -0.70, 0.39], [-0.46, -0.30, -0.39], [-1.02, 0.57, -0.56], [0.61, 0.33, -0.47], [0.00, 0.58, -0.91], [0.65, -0.99, 0.69], [0.13, 0.36, 0.10]]
}